Formula: CH4N2O2
Source: the Open Molecules 2025 dataset
Level of theory: ωB97M-V/def2-TZVPD

Geometry as XYZ:
```
9
Properties=species:S:1:pos:R:3:forces:R:3
C 1.3431 0.2231 0.0167 -3.3 2.3 3.2
N -2.2378 -0.8004 -0.0074 4.0 4.4 0.1
N -1.0221 0.2319 -0.0112 -7.5 -4.1 -1.0
O -1.1732 1.4098 -0.1574 1.6 -0.8 0.6
O 0.0923 -0.4731 -0.0505 0.6 0.3 -0.7
H 1.9167 -0.5856 -0.0404 3.3 -2.7 -0.1
H 1.2632 0.6790 1.0346 1.0 -0.1 -0.7
H 1.4950 0.9631 -0.6977 0.1 1.1 -1.5
H -1.6772 -1.6478 -0.0868 0.2 -0.2 0.2
```
Forces are in eV/Å.

Results
- molecular weight (g mol⁻¹) = 76.05
- SMILES = [H]/N=[N+](/[O-])OC
- net charge = 0
- total energy (eV) = -8170.6639
- frontier orbital gap (alpha / beta) (eV) = 9.00 / 9.00
- ΔE to the lowest compared entry with this formula, charge and spin (kcal per mole) = 138.86